This record from the Open Molecules 2025 dataset describes a structure of composition C23H36N3O2PSe2V. The level of theory is ωB97M-V with the def2-TZVPD basis set.

XYZ file:
```
68
Properties=species:S:1:pos:R:3:forces:R:3
V 0.268 -0.512 -0.655 -0.2346 0.0400 -0.5869
Se 1.836 2.429 -1.659 0.0238 -0.1042 -0.2032
Se 1.673 -1.585 -2.400 -0.0198 -0.0985 0.1542
C 2.905 -0.801 -1.203 0.1958 -0.0768 0.1431
C 4.295 -0.736 -1.289 -0.1921 -0.0253 -0.0218
C 4.983 -0.112 -0.270 -0.0339 0.0971 0.1707
C 4.294 0.444 0.813 0.1017 -0.0428 -0.0892
C 2.922 0.364 0.821 0.0508 -0.0022 -0.1274
N 2.263 -0.255 -0.161 0.0870 0.0380 0.1267
C 0.377 2.553 -0.545 -0.0999 -0.0358 0.2110
C -0.121 3.827 -0.162 -0.1612 0.0444 0.1077
C -1.307 3.954 0.503 -0.0033 -0.1356 -0.0210
C -2.061 2.796 0.789 0.0845 0.2937 -0.0406
C -1.525 1.597 0.437 0.2226 -0.2445 -0.0380
N -0.298 1.448 -0.133 -0.2889 0.0929 0.0851
H 4.799 -1.168 -2.142 0.0190 0.0098 0.0021
H 6.063 -0.046 -0.311 0.0060 0.0021 0.0047
H 4.812 0.951 1.613 0.0222 -0.0057 -0.0093
H 2.319 0.811 1.601 -0.0038 0.0012 -0.0106
H 0.453 4.692 -0.460 0.0217 0.0057 0.0108
H -1.684 4.934 0.767 0.0138 -0.0218 0.0049
H -3.037 2.847 1.249 -0.0102 -0.0109 -0.0134
H -2.089 0.684 0.574 0.0543 -0.0415 0.0178
O -1.509 -2.268 -2.873 -0.0009 0.1522 0.0028
C -1.737 -1.083 -2.738 0.0734 -0.0844 -0.2670
O -1.207 -0.274 -1.871 -0.0480 0.0440 0.1400
H -2.454 -0.565 -3.399 -0.0257 -0.0368 0.0447
C 1.273 -4.684 3.034 0.0013 -0.0292 0.0204
C 1.221 -3.841 1.757 -0.0098 0.0066 -0.1322
C 1.380 -4.770 0.541 -0.0366 -0.0114 0.0095
C 2.445 -2.915 1.703 -0.0248 0.0379 0.0175
P -0.371 -2.862 1.576 -0.0207 -0.2452 -0.0008
N -0.177 -1.695 0.484 0.1439 0.3578 0.2521
C -0.815 -2.044 3.213 0.1292 -0.0891 0.0217
C -1.431 -2.996 4.244 0.0080 -0.0243 0.0042
C 0.456 -1.409 3.800 0.0153 0.0094 -0.0067
C -1.781 -0.881 2.984 0.0110 0.1182 -0.0286
C -1.751 -3.973 0.971 -0.0593 0.1402 -0.1128
C -3.060 -3.168 1.047 0.0129 0.0289 0.0575
C -1.537 -4.302 -0.520 0.0347 0.0046 0.0626
C -1.917 -5.277 1.755 0.0148 -0.0407 -0.0324
H 2.171 -5.305 2.980 -0.0071 -0.0087 0.0098
H 0.421 -5.352 3.142 -0.0141 -0.0129 -0.0099
H 1.354 -4.079 3.935 -0.0007 -0.0428 -0.0093
H 2.399 -5.163 0.561 -0.0025 0.0002 -0.0011
H 1.249 -4.233 -0.399 0.0167 0.0105 -0.0043
H 0.704 -5.621 0.571 -0.0006 0.0031 -0.0045
H 3.332 -3.545 1.800 0.0022 -0.0003 0.0204
H 2.483 -2.166 2.487 -0.0166 0.0009 0.0111
H 2.497 -2.413 0.742 0.0061 -0.0366 0.0028
H -0.818 -3.871 4.451 0.0151 -0.0033 0.0012
H -2.423 -3.329 3.945 -0.0022 -0.0068 0.0055
H -1.544 -2.444 5.180 0.0025 -0.0014 -0.0022
H 1.186 -2.139 4.139 -0.0096 0.0294 -0.0048
H 0.162 -0.813 4.666 0.0034 0.0026 -0.0061
H 0.930 -0.740 3.081 -0.0071 0.0095 0.0184
H -2.788 -1.187 2.721 0.0009 -0.0290 -0.0749
H -1.394 -0.214 2.220 -0.0257 0.0394 0.0256
H -1.844 -0.314 3.916 -0.0224 -0.0188 -0.0054
H -2.959 -2.192 0.568 -0.0018 -0.0120 -0.0058
H -3.413 -3.037 2.068 0.0029 0.0229 0.0074
H -3.826 -3.723 0.505 0.0004 -0.0051 0.0071
H -1.229 -3.440 -1.109 -0.0085 -0.0322 0.0240
H -2.495 -4.636 -0.924 -0.0080 -0.0085 0.0049
H -0.827 -5.107 -0.674 0.0200 -0.0161 0.0028
H -2.078 -5.133 2.820 -0.0136 0.0172 0.0330
H -1.070 -5.948 1.619 -0.0071 -0.0033 0.0091
H -2.796 -5.787 1.353 0.0035 -0.0156 0.0155
```
Forces are in eV/Å.

The spin multiplicity is 2. For the total energy, the calculation gives -198672.2439 eV. The calculation puts the LUMO energy (alpha / beta) at -0.2 / 0.1 eV. The value obtained for the HOMO energy (alpha / beta) is -6.630 / -6.636 eV. The expectation value of S² is 0.7716.



This record from the Open Molecules 2025 dataset describes a cluster of 3 separate species, C23H36O4 in total. The level of theory is ωB97M-V with the def2-TZVPD basis set.

XYZ file:
```
63
Properties=species:S:1:pos:R:3:forces:R:3
O -0.979 -0.752 -2.110 0.0603 1.4777 1.4333
C -1.048 0.178 -1.360 0.5366 1.9903 -0.2293
C -1.405 1.682 -1.594 -0.9213 1.1115 1.1528
C -1.897 2.234 -0.421 0.9000 -1.6651 -1.7461
C -2.341 3.709 -0.180 0.9182 -0.0055 -0.1360
O -3.591 4.047 -0.825 0.1830 -1.8244 0.6501
C -4.491 2.975 -0.578 -1.4278 -0.6253 0.5498
C -4.890 2.762 0.823 -0.9825 -1.4275 -1.4427
C -5.804 1.672 1.160 1.1105 0.8654 -2.9250
C -6.283 0.836 0.049 0.8593 1.0899 0.1352
C -5.894 1.068 -1.346 0.7556 1.4542 1.6371
C -4.976 2.175 -1.694 -1.0101 -0.9671 2.7632
C -1.867 0.989 0.529 0.4525 1.3578 -0.0923
O -2.560 0.635 1.422 0.4633 0.4110 -0.1760
O -0.771 0.221 0.058 -1.6031 -1.7664 -1.1536
H -1.304 2.273 -2.537 -0.1220 -0.9947 0.7339
H -1.566 4.375 -0.659 -0.7782 -0.6915 0.5333
H -2.345 3.929 0.927 -0.1829 -0.2875 -1.1104
H -4.487 3.431 1.625 -0.4334 -0.6981 -0.9721
H -6.101 1.515 2.218 0.1898 -0.0263 -1.0415
H -6.966 -0.004 0.334 0.6953 0.8366 -0.6243
H -6.306 0.414 -2.151 0.4516 0.6388 0.8360
H -4.665 2.345 -2.747 -0.2077 0.0091 1.0622
C -0.123 -6.768 -0.208 0.1159 -0.0405 -0.1133
C 0.955 -5.971 0.518 -0.0877 -0.0905 0.1149
C 0.388 -4.939 1.493 0.0565 0.0630 0.0579
C -0.465 -3.840 0.851 0.0625 -0.0690 -0.0219
C 0.239 -3.024 -0.233 -0.3345 -0.1164 0.0476
C 1.433 -2.242 0.264 0.2775 0.1101 0.0708
H -0.756 -6.125 -0.822 -0.0062 -0.0340 0.0322
H 0.335 -7.508 -0.868 -0.0863 0.0045 0.0172
H -0.759 -7.299 0.505 -0.0142 0.0467 -0.0391
H 1.610 -5.489 -0.213 -0.0102 0.0352 0.0356
H 1.585 -6.669 1.080 0.0168 0.0648 -0.0327
H 1.216 -4.484 2.045 -0.0334 0.0193 -0.0195
H -0.222 -5.456 2.243 0.0359 -0.0151 -0.0384
H -0.805 -3.162 1.642 0.0023 0.0095 -0.0415
H -1.371 -4.283 0.425 0.0186 0.0036 0.0289
H -0.479 -2.313 -0.644 0.0762 -0.2879 0.0043
H 0.547 -3.672 -1.059 -0.0743 -0.0190 -0.0135
H 1.132 -1.550 1.055 0.0771 -0.0071 -0.0040
H 1.867 -1.660 -0.554 0.0320 0.0416 0.0844
H 2.219 -2.893 0.657 -0.0121 0.0419 0.0018
C 1.712 3.747 0.185 -0.0559 -0.0420 -0.1212
C 2.121 2.280 0.252 -0.0873 0.0671 0.1744
C 3.349 2.037 1.128 0.0479 -0.1172 -0.0006
C 4.633 2.720 0.650 -0.0586 0.0939 -0.0383
C 5.071 2.351 -0.768 0.1395 -0.0376 0.1225
C 5.400 0.872 -0.930 -0.0605 -0.0019 -0.1629
H 2.495 4.366 -0.259 -0.0435 0.0190 0.0373
H 0.814 3.862 -0.429 0.0398 0.0593 0.0229
H 1.490 4.135 1.182 0.0470 0.0196 -0.0370
H 2.288 1.899 -0.760 0.0273 -0.0328 0.0200
H 1.284 1.705 0.661 0.0802 -0.0425 -0.0588
H 3.515 0.958 1.209 0.0070 0.0342 -0.0069
H 3.133 2.381 2.146 -0.0217 -0.0048 -0.0489
H 5.439 2.467 1.347 -0.0084 0.0084 -0.0386
H 4.513 3.806 0.709 -0.0021 -0.0276 0.0281
H 5.963 2.934 -1.017 -0.0738 0.0280 -0.0157
H 4.304 2.638 -1.494 -0.0081 0.0246 0.0340
H 6.199 0.573 -0.247 -0.0554 -0.0156 -0.0018
H 5.735 0.667 -1.950 0.0092 -0.0548 0.0664
H 4.530 0.240 -0.738 0.0581 -0.0008 0.0155
```
Forces are in eV/Å.

The spin multiplicity is 1. For the total energy, the calculation gives -32622.4202 eV. The calculation puts the LUMO energy at -0.7 eV. Its SMILES is O=C1C=C(COc2ccccc2)C(=O)O1.CCCCCC.CCCCCC. The value obtained for the HOMO energy is -9.114 eV. The energy relative to the best compared isomer or geometry (same formula, charge and spin) comes out at 0.000 eV.



This record from the Open Molecules 2025 dataset describes a structure of composition C23H37AsF6N6O2PdS3. The level of theory is ωB97M-V with the def2-TZVPD basis set.

XYZ file:
```
79
Properties=species:S:1:pos:R:3:forces:R:3
Pd 1.243 -0.883 -0.101 -0.4715 -0.5167 0.4654
N -4.678 -1.919 -6.300 -0.3078 -0.0210 -0.5794
C -4.124 -1.899 -5.039 0.4216 0.2833 0.9889
C -4.679 -2.663 -3.984 0.1661 0.1291 -0.9648
C -4.151 -2.557 -2.711 -0.5277 0.0709 0.5633
C -3.094 -1.698 -2.482 -0.0945 0.1948 0.7329
C -2.480 -0.973 -3.504 0.0765 0.2668 0.4735
C -3.025 -1.034 -4.770 -0.3199 -0.3235 -0.6113
S -2.546 -1.449 -0.795 3.9428 -0.6349 -0.8521
O -2.732 -0.053 -0.473 -0.6845 -0.2983 0.1584
O -3.058 -2.505 0.040 -0.8655 0.4433 -0.0579
N -0.880 -1.610 -0.941 -2.0774 1.4507 0.8042
C -0.333 -2.769 -1.240 -0.4104 -1.8209 -1.0312
S -1.313 -4.091 -2.039 0.2591 1.0174 0.6923
C 0.125 -4.944 -2.211 1.1860 -1.1968 -0.4286
C 1.206 -4.282 -1.715 -0.0882 -0.6329 -0.3734
N 0.960 -3.070 -1.145 -1.7432 0.2275 -0.1711
H -5.380 -2.616 -6.506 0.3210 0.1407 0.0569
H -4.120 -1.615 -7.089 -0.1576 -0.1835 0.3767
H -5.514 -3.339 -4.200 0.2851 0.2530 0.1202
H -4.586 -3.097 -1.846 0.3693 0.2974 -0.7283
H -1.588 -0.363 -3.252 -0.7109 -0.4603 -0.2712
H -2.627 -0.412 -5.589 -0.1230 -0.4329 0.4364
H 0.070 -5.909 -2.703 0.3909 0.0800 0.1553
H 2.232 -4.644 -1.769 -0.2595 0.0783 0.1029
C -0.415 4.448 -1.994 0.0645 0.3140 0.1654
C -1.015 3.040 -2.232 0.3548 0.4726 0.5993
C -0.896 2.647 -3.701 -0.2516 -0.0990 -0.6606
C -2.440 2.916 -1.653 -0.2674 -0.4848 0.1551
C -0.143 2.117 -1.452 -0.1516 -0.6674 0.2279
N 0.456 1.347 -0.837 -0.5032 1.1235 -0.6945
H -1.005 5.250 -2.476 0.0936 -0.4774 0.1794
H 0.603 4.487 -2.411 -0.2754 0.0147 0.1748
H -0.350 4.662 -0.905 -0.0790 -0.0989 -0.6660
H -1.445 3.359 -4.369 0.4500 -0.4619 0.6216
H -1.320 1.642 -3.854 0.1570 0.4106 -0.0165
H 0.170 2.612 -3.982 -0.4750 0.0635 -0.0381
H -3.195 3.472 -2.243 0.5407 -0.1036 0.1765
H -2.448 3.291 -0.609 -0.0636 -0.1803 -0.5696
H -2.741 1.845 -1.619 0.1642 0.7603 -0.0037
C 4.740 0.028 6.150 -0.0466 -0.1007 0.0592
C 4.462 0.289 4.664 -0.0402 0.0799 0.0054
C 4.036 -0.971 3.897 0.3289 -0.3250 -0.0282
C 3.795 -0.737 2.390 0.4774 0.3841 0.4205
N 2.800 0.311 2.152 -0.3149 -0.1505 0.9952
C 1.465 0.044 2.163 -0.1701 -1.0315 -1.1728
S 0.875 -1.643 2.218 0.5387 1.8272 0.1591
N 0.616 1.082 1.962 0.3612 0.4956 1.2831
C -0.829 0.927 1.825 -0.5064 0.0504 0.2889
C -1.555 0.714 3.164 -0.1640 0.0663 -0.1199
C -1.444 1.955 4.063 0.0251 -0.1680 0.1629
C -2.062 1.736 5.449 0.1536 0.2256 0.1193
H 5.032 0.961 6.666 -0.1693 -0.4322 -0.1521
H 5.565 -0.691 6.252 -0.1954 0.1647 0.0732
H 3.853 -0.405 6.655 0.4348 0.2761 -0.2376
H 5.383 0.711 4.206 -0.5189 -0.1251 0.1061
H 3.662 1.043 4.593 0.2729 -0.0973 -0.0951
H 3.132 -1.426 4.350 0.3630 0.2789 -0.1968
H 4.858 -1.713 3.993 -0.4385 0.1992 -0.0558
H 3.449 -1.650 1.903 0.1268 0.1833 0.0412
H 4.748 -0.422 1.913 -0.6272 -0.0928 0.1208
H 3.144 1.269 2.122 -0.4220 -0.4577 -0.2479
H 0.988 2.023 2.094 -0.1738 -0.5552 -0.2829
H -1.018 0.095 1.142 0.0608 0.2543 0.1485
H -1.260 1.841 1.362 0.5636 -0.4921 0.0876
H -1.162 -0.192 3.670 -0.1781 0.4995 -0.2558
H -2.622 0.533 2.921 0.4495 -0.0326 0.1633
H -1.957 2.808 3.567 0.4901 -0.3219 0.2000
H -0.366 2.186 4.211 -0.5871 0.1169 -0.2139
H -3.144 1.540 5.383 0.3162 0.0289 0.0465
H -1.899 2.616 6.100 -0.1747 -0.3884 -0.2786
H -1.576 0.877 5.930 -0.2094 0.1344 -0.0437
F 3.147 0.769 -0.479 0.9869 -0.8186 -1.5483
As 3.726 -0.324 -1.822 -2.4148 -1.6664 1.5087
F 3.521 -1.756 -0.617 0.6720 1.9118 -1.6451
F 5.350 -0.133 -1.240 -0.4506 0.0318 -0.5569
F 3.771 1.032 -2.891 0.2765 -0.4309 0.2132
F 4.143 -1.485 -3.061 0.0344 0.9341 0.6806
F 1.894 -0.581 -2.320 2.5345 0.5462 0.5387
```
Forces are in eV/Å.

The spin multiplicity is 2. For the total energy, the calculation gives -150620.8937 eV. The calculation puts the LUMO energy (alpha / beta) at 2.4 / 2.4 eV. The value obtained for the HOMO energy (alpha / beta) is -4.073 / -4.039 eV. The energy relative to the best compared isomer or geometry (same formula, charge and spin) comes out at 0.000 eV. The expectation value of S² is 0.7523. Its net charge is -1.



This record from the Open Molecules 2025 dataset describes a cluster of 2 separate species, C23H37B2Cl2NO14PS2 in total. The level of theory is ωB97M-V with the def2-TZVPD basis set.

XYZ file:
```
82
Properties=species:S:1:pos:R:3:forces:R:3
C 1.098 4.420 0.594 0.2056 -0.7696 -0.4954
C 0.749 3.507 -0.656 0.7973 1.1637 0.0510
P 0.227 1.774 -0.160 -0.9855 0.6077 1.2726
C 1.379 1.288 1.249 0.0917 -0.7242 -0.3792
C 0.474 0.540 -1.616 2.1860 0.1884 -1.1064
O 1.052 -0.689 -1.159 -1.5260 0.9228 0.0422
C 0.250 -1.393 -0.237 -0.3389 -2.3316 0.7980
C -0.566 -2.603 -0.895 -0.2955 0.2938 0.7467
C -1.766 -3.054 0.021 -0.0796 -0.6100 -0.6622
C -3.163 -2.608 -0.549 0.0451 -0.1834 -0.0897
S -4.214 -2.146 0.909 -0.4395 0.8327 -0.4206
C -5.215 -0.707 0.334 0.4614 0.1775 0.3797
S -4.919 0.764 1.014 -0.2689 -1.3010 -0.6160
N -6.203 -1.013 -0.677 0.7509 0.9665 0.4595
C -6.149 -0.105 -1.831 -0.1792 -0.0711 -0.8880
C -7.243 1.025 -1.827 0.4252 -0.6238 -0.3712
O -7.669 1.354 -0.515 0.1268 -0.5304 -0.3137
C -8.332 0.228 0.035 -0.6433 -0.4327 0.3575
C -7.556 -1.140 -0.116 -0.0142 -0.4278 0.4397
B 1.252 -2.135 0.817 1.1814 -0.0048 -0.2986
O 0.775 -2.930 1.897 0.4799 1.1456 -0.8356
O 2.636 -2.011 0.593 -1.7922 0.3425 0.8830
C 3.296 -1.547 1.795 0.6978 0.1217 0.4149
C 1.671 1.100 -2.496 0.8993 -0.5109 1.3917
O 2.737 1.285 -1.544 -0.5529 0.3038 -0.3284
O 2.175 0.146 -3.412 -0.6594 1.3111 -0.4611
C 2.422 0.700 -4.697 0.4721 -0.3896 -1.1826
C -0.852 0.317 -2.384 -0.6059 0.4633 -0.1261
Cl -0.669 -0.655 -3.943 0.1819 0.2895 0.6357
C -1.749 1.542 -2.762 -1.6076 -0.5178 0.2696
C -2.746 2.002 -1.615 0.4667 -0.6420 -0.6856
Cl -0.933 2.930 -3.584 -0.2095 -0.4376 0.2167
H 0.223 4.453 1.271 0.6022 0.1809 -0.1761
H 2.001 4.044 1.124 -0.7486 0.1841 -0.2411
H 1.372 5.429 0.221 -0.4523 -0.5078 0.2606
H 1.636 3.568 -1.320 -0.4894 -0.3163 0.2901
H -0.073 4.054 -1.173 0.3871 -0.8245 0.2492
H 1.558 2.113 1.963 -0.2816 -0.2376 -0.6019
H 0.822 0.505 1.819 0.4796 0.5160 -0.4046
H 2.356 0.887 0.917 -0.5542 0.2462 0.1231
H -0.501 -0.813 0.348 0.4819 0.2559 -0.5660
H 0.140 -3.451 -1.001 -0.4752 0.3939 -0.3132
H -1.000 -2.341 -1.881 0.6465 -0.1899 0.3932
H -1.663 -2.724 1.072 0.1084 -0.1242 -0.6328
H -1.766 -4.169 0.020 -0.0330 0.7558 0.2892
H -3.050 -1.755 -1.257 -0.2467 -0.4402 0.6370
H -3.655 -3.449 -1.085 0.3696 0.6834 0.2397
H -6.330 -0.717 -2.752 0.1453 0.3464 0.6101
H -5.111 0.284 -1.936 -0.8020 -0.0873 0.2643
H -6.809 1.905 -2.344 -0.5257 -0.2819 0.5342
H -8.122 0.643 -2.406 0.4831 0.4101 0.2567
H -9.335 0.111 -0.449 0.5914 0.0791 0.1327
H -8.542 0.426 1.108 0.4000 0.0966 -0.7130
H -8.120 -1.863 -0.744 0.2285 0.5381 0.2857
H -7.437 -1.605 0.889 -0.2058 0.2325 -0.6960
H 0.458 -2.338 2.586 -0.3327 -0.2442 0.2129
H 2.561 -1.143 2.532 0.6023 -0.4226 -0.3505
H 3.976 -0.701 1.552 -0.4821 -0.6074 -0.0719
H 3.910 -2.349 2.254 -0.5162 0.4139 -0.2157
H 1.486 2.102 -2.920 -0.3564 -0.7841 -0.3134
H 3.533 1.092 -2.045 0.1750 -0.1216 0.1281
H 2.516 1.806 -4.713 -0.1440 -0.5593 0.2509
H 1.639 0.400 -5.432 0.3015 0.2474 0.5922
H 3.384 0.288 -5.085 -0.6236 0.2151 0.4031
H -1.535 -0.324 -1.780 0.6950 0.5143 -0.2845
H -2.444 1.138 -3.533 0.7885 0.2932 0.3642
H -2.900 1.100 -0.976 0.1913 0.9293 -0.0954
H -3.735 2.215 -2.075 0.6866 0.2218 0.2257
H -2.368 2.864 -1.041 -0.2832 -0.5995 -0.1262
B 7.591 -0.913 4.283 0.0858 -0.0800 0.0522
O 7.631 -1.150 5.739 0.0939 -0.4272 -0.4461
C 7.942 -2.430 5.931 -0.2298 0.8601 1.9536
O 8.057 -2.951 7.007 0.0205 -0.0815 -0.2456
C 8.120 -3.093 4.612 0.2839 -1.0521 -1.8501
O 8.405 -4.246 4.430 -0.0400 0.1479 0.2108
O 7.914 -2.203 3.644 -0.0556 0.1058 0.6148
O 6.260 -0.429 3.861 0.4880 0.3534 -0.1370
C 6.429 0.758 3.288 -2.1171 -0.4225 -0.0588
O 5.540 1.428 2.832 0.2155 0.0003 -0.0098
C 7.874 1.112 3.306 2.0975 0.5984 -0.0109
O 8.362 2.118 2.867 -0.2631 -0.0806 0.0029
O 8.556 0.131 3.889 -0.6617 0.0500 -0.1147
```
Forces are in eV/Å.

The spin multiplicity is 1. For the total energy, the calculation gives -111969.0131 eV. The calculation puts the LUMO energy at 0.7 eV. The value obtained for the HOMO energy is -6.308 eV. Its net charge is -1.